# 1
DFT (the ωB97M-V functional and the def2-TZVPD basis) results for C8H16CsO5 as an isolated structure at a distorted geometry.

The molecular weight comes out at 325.116 g/mol. The value obtained for the largest force on an atom is 1.15 eV/Å. Its charge is +1. The relative energy (zero: lowest compared OMol25 entry of this formula, charge and spin) is 0.0 kcal per mole. The value obtained for the HOMO energy is -0.45003 Ha.

```
30
C8H16CsO5 | the OMol25 dataset | the ωB97M-V functional and the def2-TZVPD basis
O 0.6469 1.1062 -2.7140
C 1.7617 1.4422 -3.0782
C 2.3936 2.6955 -2.5623
O 1.6016 3.2111 -1.5291
C 2.1399 4.3593 -0.8934
Cs -1.2981 1.5192 -0.5281
H 1.7815 -1.8682 -0.4341
H 2.4065 0.8113 -3.7174
H 2.4969 3.4120 -3.3977
H 3.4139 2.4482 -2.2119
H 1.6680 4.4356 0.0917
H 3.2294 4.2533 -0.7800
H 1.9126 5.2618 -1.4788
O -1.7788 -2.4785 4.5948
C -1.1165 -1.8570 3.8030
C -1.2046 -2.0891 2.3091
O -0.2011 -1.3878 1.6085
C 1.0924 -1.9828 1.6284
C 1.4000 -2.6398 0.2947
O 2.3498 -3.6352 0.5146
C 2.7055 -4.3394 -0.6514
H -0.4156 -1.0539 4.1262
H -1.1704 -3.1697 2.1000
H -2.1811 -1.7186 1.9655
H 1.1684 -2.7104 2.4494
H 1.8131 -1.1799 1.8238
H 0.4786 -3.0544 -0.1566
H 3.7179 -4.0286 -0.9328
H 2.6922 -5.4281 -0.4741
H 2.0131 -4.1039 -1.4780
```

---

# 2
DFT (the ωB97M-V functional and the def2-TZVPD basis) results for a 3-piece molecular cluster, C5H12O2 overall at a distorted geometry.

The molecular weight comes out at 104.149 g/mol. The value obtained for the largest force on an atom is 1.09 eV/Å. The relative energy (zero: lowest compared OMol25 entry of this formula, charge and spin) is 49.2 kcal per mole. The value obtained for the HOMO energy is -0.33674 Ha. As for the SMILES: C=CC(=C)C.O.O.

```
19
C5H12O2 | the OMol25 dataset | the ωB97M-V functional and the def2-TZVPD basis
C 1.2734 0.2091 1.5611
C -0.0504 0.2423 1.5957
C -0.8838 0.9181 0.5880
C -0.6173 2.1813 0.2697
C -2.0880 0.1464 0.1414
H 1.8010 0.7041 0.7630
H 1.8769 -0.1124 2.3899
H -0.5678 -0.4139 2.2943
H -1.0899 2.7582 -0.5142
H 0.1478 2.7010 0.8264
H -2.9211 0.7496 -0.2104
H -1.8650 -0.5257 -0.6793
H -2.4775 -0.4962 0.9313
O 2.7974 0.2658 -2.8673
H 2.0395 0.5775 -3.3867
H 2.9316 1.0696 -2.3441
O -0.2788 -3.7405 -0.7758
H 0.6391 -3.9516 -0.5669
H -0.6670 -3.2825 -0.0159
```

---

# 3
DFT (the ωB97M-V functional and the def2-TZVPD basis) results for a 5-piece molecular cluster, C24H29N5O8 overall at a distorted geometry.

The molecular weight comes out at 515.523 g/mol. The value obtained for the largest force on an atom is 17.06 eV/Å. The relative energy (zero: lowest compared OMol25 entry of this formula, charge and spin) is 272.4 kcal per mole. The value obtained for the HOMO energy is -0.34049 Ha. As for the SMILES: O=[N+]([O-])c1ccccc1.O=[N+]([O-])c1ccccc1.O=[N+]([O-])c1ccccc1.CN(C)C=O.CN(C)C=O.

```
66
C24H29N5O8 | the OMol25 dataset | the ωB97M-V functional and the def2-TZVPD basis
O -2.2831 -0.1442 -1.2194
N -1.8859 -1.0987 -0.5618
O -2.4215 -1.4545 0.5042
C -0.6237 -1.8243 -0.9657
C 0.1482 -2.6015 0.0829
C 1.5796 -3.1579 -0.2501
C 2.1318 -2.9699 -1.6751
C 1.3837 -2.3740 -2.6273
C 0.0063 -1.7313 -2.3915
H -0.0023 -2.6446 0.9881
H 2.2177 -3.7095 0.6391
H 3.1594 -3.2145 -1.8876
H 1.8705 -2.1885 -3.6690
H -0.5374 -1.2818 -3.1218
O -4.8492 -0.5982 5.1000
N -5.8830 0.1317 4.6118
O -7.0772 -0.0766 4.8879
C -5.6285 1.0060 3.4158
C -6.4595 2.2179 3.2701
C -6.3525 2.9291 1.8908
C -5.2279 2.4858 0.8973
C -4.3271 1.4733 1.1911
C -4.5208 0.6048 2.4517
H -7.2925 2.1035 3.9458
H -7.2104 3.7101 1.7656
H -5.3140 2.9164 0.0456
H -3.5599 1.2774 0.5812
H -3.9494 -0.0241 2.7069
O 2.5205 2.4276 -2.2642
N 2.8345 1.5925 -1.3423
O 3.9909 1.2790 -1.1909
C 1.8734 1.4133 -0.3151
C 0.6404 2.1942 -0.3147
C -0.5430 2.0981 0.7696
C -0.1702 0.9647 1.7832
C 1.0842 0.3335 1.8132
C 2.1399 0.4585 0.8570
H 0.4602 2.8076 -1.2313
H -1.5925 2.5334 0.6774
H -0.9335 0.8422 2.3845
H 1.4320 -0.5205 2.4874
H 2.8122 -0.4635 1.0788
C 0.2667 1.6020 -5.4695
N 1.1066 0.4674 -6.0489
C 0.4679 -0.3601 -7.0576
C 2.3118 0.2509 -5.5067
O 3.1053 -0.6251 -5.8068
H 0.8214 2.2619 -4.8996
H -0.3389 1.0322 -4.7004
H -0.5248 1.9459 -6.0346
H 1.2735 -0.8054 -7.7351
H -0.2350 0.3740 -7.5054
H -0.1540 -1.1249 -6.4583
H 2.5866 0.9070 -4.6918
C 4.8571 -0.2894 3.6237
N 3.8696 -1.3381 3.8725
C 2.8149 -1.1619 4.8213
C 3.7384 -2.3908 3.0293
O 2.8863 -3.2819 3.0227
H 4.7701 0.5472 4.2135
H 4.6122 0.2501 2.4466
H 5.9174 -0.4303 3.4164
H 2.8604 -1.8874 5.5293
H 1.6561 -1.0805 4.5375
H 3.0532 -0.0845 5.3172
H 4.6367 -2.5009 2.2852
```

---

# 4
DFT (the ωB97M-V functional and the def2-TZVPD basis) results for C60H51AlN8O3PS as an isolated structure at a distorted geometry.

The molecular weight comes out at 1022.144 g/mol. The value obtained for the largest force on an atom is 1.39 eV/Å. Its charge is +1. The relative energy (zero: lowest compared OMol25 entry of this formula, charge and spin) is 30.6 kcal per mole. The value obtained for the HOMO energy is -0.28167 Ha.

```
125
C60H51AlN8O3PS | the OMol25 dataset | the ωB97M-V functional and the def2-TZVPD basis
Al 0.2642 0.1481 0.2282
C -4.1117 -2.7274 -0.7756
N -3.1139 -2.1149 0.0544
C -2.0912 -1.3555 -0.3986
N -1.2668 -1.0332 0.6049
C -1.7994 -1.5803 1.7355
C -2.9605 -2.2549 1.4101
C -3.8472 -3.0247 2.2797
C -5.2353 -2.9199 2.1967
C -6.0444 -3.6695 3.0328
C -5.4860 -4.5294 3.9627
C -4.1073 -4.6253 4.0609
C -3.2919 -3.8850 3.2269
C -1.1852 -1.4960 3.0579
C -1.8993 -0.9815 4.1354
C -1.3265 -0.9683 5.3928
C -0.0576 -1.4893 5.5866
C 0.6500 -2.0086 4.5165
C 0.0928 -2.0075 3.2522
P -1.7370 -1.0953 -2.1523
C -0.0317 -1.5769 -2.1017
N 0.8534 -1.1823 -1.1402
C 1.9682 -2.0114 -1.3094
C 1.7220 -2.8489 -2.4224
N 0.4683 -2.5902 -2.8400
C -0.2189 -3.2150 -3.9342
C 2.6645 -3.6682 -3.1719
C 3.8580 -3.0753 -3.5890
C 4.7795 -3.8007 -4.3159
C 4.5220 -5.1282 -4.6268
C 3.3394 -5.7229 -4.2172
C 2.4031 -4.9947 -3.5037
C 3.0268 -2.0757 -0.4040
C 3.9159 -3.1638 -0.3189
C 4.7723 -3.3144 0.7347
C 4.7595 -2.3715 1.8034
C 3.9599 -1.2904 1.7844
C 3.0128 -1.0242 0.6603
C -1.3932 0.6938 -1.9498
N -0.9552 1.3186 -0.8572
C -1.1834 2.6631 -1.0513
C -1.7057 2.8348 -2.3164
N -1.8384 1.5791 -2.8482
C -2.3384 1.2186 -4.1469
C -2.1154 3.9803 -3.1331
C -3.4682 4.1677 -3.4016
C -3.8699 5.1188 -4.3212
C -2.9186 5.8799 -4.9816
C -1.5717 5.7159 -4.7005
C -1.1674 4.7675 -3.7773
C -1.0947 3.6241 0.0396
C -0.7456 4.9545 -0.1701
C -0.6959 5.8272 0.8997
C -0.9742 5.3815 2.1818
C -1.3411 4.0639 2.3906
C -1.4294 3.1943 1.3221
H -3.6460 -3.0893 -1.6947
H -4.8947 -2.0152 -1.0444
H -4.5528 -3.5681 -0.2425
H -5.6867 -2.2306 1.4978
H -7.1170 -3.5851 2.9506
H -6.1189 -5.1184 4.6093
H -3.6598 -5.2905 4.7816
H -2.2191 -3.9771 3.2981
H -2.8936 -0.5897 3.9750
H -1.8718 -0.5451 6.2215
H 0.3845 -1.4849 6.5712
H 1.6419 -2.4062 4.6594
H 0.6415 -2.4110 2.4094
H 0.4947 -3.4951 -4.7064
H -0.9496 -2.5171 -4.3425
H -0.7377 -4.1151 -3.6016
H 4.0414 -2.0405 -3.3379
H 5.6937 -3.3289 -4.6465
H 5.2488 -5.6981 -5.1843
H 3.1402 -6.7574 -4.4552
H 1.4835 -5.4569 -3.1726
H 3.8704 -3.9242 -1.0835
H 5.4220 -4.1723 0.7899
H 5.4095 -2.5462 2.6483
H 3.9204 -0.5929 2.6066
H 1.9505 -0.9684 1.0540
H -2.4635 2.1124 -4.7538
H -3.3030 0.7174 -4.0464
H -1.6335 0.5415 -4.6330
H -4.1952 3.5527 -2.8921
H -4.9208 5.2477 -4.5363
H -3.2287 6.5962 -5.7256
H -0.8327 6.3100 -5.2182
H -0.1180 4.6071 -3.5794
H -0.5058 5.2952 -1.1663
H -0.4471 6.8631 0.7291
H -0.9103 6.0595 3.0180
H -1.5549 3.7032 3.3856
H -1.7580 2.1765 1.4703
O 1.7415 0.5125 3.4720
C 1.2348 1.2392 2.6488
O 0.3249 0.8404 1.8008
C 1.6340 2.6786 2.5716
C 1.8182 3.3230 3.7940
C 2.1831 4.6521 3.8560
C 2.3669 5.3670 2.6825
C 2.2300 4.7315 1.4644
C 1.8781 3.3867 1.3984
S 1.8705 2.7122 -0.2552
H 1.6693 2.7408 4.6917
H 2.3203 5.1262 4.8147
H 2.6395 6.4113 2.7142
H 2.3962 5.2642 0.5404
N 2.0963 1.0304 -0.0190
C 3.2253 0.3800 0.0952
N 4.4622 0.7795 -0.1858
C 4.9262 2.1497 -0.3335
C 6.1363 2.3676 0.5880
O 7.1883 1.4835 0.3123
C 6.7537 0.1523 0.4574
C 5.5676 -0.1279 -0.4708
H 4.1542 2.8521 -0.0399
H 5.2073 2.3228 -1.3791
H 5.8114 2.2549 1.6338
H 6.5247 3.3737 0.4370
H 6.4648 -0.0430 1.4995
H 7.5958 -0.4864 0.1861
H 5.2656 -1.1673 -0.4077
H 5.8947 0.0916 -1.4959
```

---

# 5
DFT (the ωB97M-V functional and the def2-TZVPD basis) results for C6H9N as an isolated structure.

The molecular weight comes out at 95.145 g/mol. The value obtained for the largest force on an atom is 0.39 eV/Å. The relative energy (zero: lowest compared OMol25 entry of this formula, charge and spin) is 45.9 kcal per mole. The value obtained for the HOMO energy is -0.34732 Ha.

```
16
C6H9N | the OMol25 dataset | the ωB97M-V functional and the def2-TZVPD basis
C 2.2492 0.0202 -0.1584
C 0.8736 0.5621 -0.3342
C -0.3498 0.5305 0.5644
C -0.9256 1.3121 -0.6448
N 0.3828 1.1903 -1.3403
C -1.5856 -1.6186 0.0945
C -0.8776 -0.8365 0.9045
H 2.7986 0.5988 0.5938
H 2.7933 0.0662 -1.1050
H 2.2094 -1.0187 0.1876
H -0.2482 1.1360 1.4735
H -1.7492 0.8361 -1.1848
H -1.1902 2.3539 -0.4359
H -1.8737 -1.3080 -0.9069
H -1.9032 -2.6102 0.4027
H -0.6037 -1.2144 1.8896
```

---

# 6
DFT (the ωB97M-V functional and the def2-TZVPD basis) results for a 2-piece molecular cluster, C2HF4P overall at a distorted geometry.

The molecular weight comes out at 131.996 g/mol. The value obtained for the largest force on an atom is 4.34 eV/Å. The relative energy (zero: lowest compared OMol25 entry of this formula, charge and spin) is 102.0 kcal per mole. The value obtained for the HOMO energy (alpha / beta) is -0.35573 / -0.33667 Ha.

```
8
C2HF4P | the OMol25 dataset | the ωB97M-V functional and the def2-TZVPD basis
C -1.4759 -1.0385 -0.0488
C 1.2056 0.9801 0.0072
F -2.3619 -1.9594 -0.0511
F 1.7998 1.1831 -1.1747
F 1.3609 -0.3214 0.4245
F 1.6950 1.8157 0.9680
P -1.7643 0.6154 0.2877
H -0.4592 -1.2750 -0.4127
```

---

# 7
DFT (the ωB97M-V functional and the def2-TZVPD basis) results for the molecule C7H8BN3O2 at a distorted geometry.

The molecular weight comes out at 176.972 g/mol. The value obtained for the largest force on an atom is 5.87 eV/Å. The relative energy (zero: lowest compared OMol25 entry of this formula, charge and spin) is 49.1 kcal per mole. The value obtained for the HOMO energy is -0.29189 Ha.

```
21
C7H8BN3O2 | the OMol25 dataset | the ωB97M-V functional and the def2-TZVPD basis
B -2.1583 0.9899 -0.1176
C -1.1330 -0.1949 -0.1818
C -0.6954 -1.4500 0.0203
C 1.4638 -0.7767 0.1126
C 3.0510 1.4158 -0.0916
C 1.6910 1.5251 -0.2674
C 3.5679 0.1513 0.2159
C -1.7446 -2.5957 -0.0724
N 0.6093 -1.8012 0.3141
N 2.7670 -0.9532 0.3197
N 0.9150 0.5114 -0.2709
O -3.4735 0.5918 -0.2581
O -1.7852 2.1892 0.3049
H 3.6308 2.3883 0.1574
H 1.3192 2.4138 -0.7058
H 4.6200 0.0670 0.1837
H -2.4309 -2.4503 0.7655
H -2.3797 -2.4396 -0.9064
H -1.1026 -3.4825 0.0014
H -4.1274 1.2424 0.0016
H -2.6042 2.6581 0.4750
```

---

# 8
DFT (the ωB97M-V functional and the def2-TZVPD basis) results for C35H35GeMoN3 as an isolated structure at a distorted geometry.

The molecular weight comes out at 666.236 g/mol. The value obtained for the largest force on an atom is 1.14 eV/Å. The value obtained for the HOMO energy (alpha / beta) is -0.25220 / -0.25364 Ha.

```
75
C35H35GeMoN3 | the OMol25 dataset | the ωB97M-V functional and the def2-TZVPD basis
Mo 0.0248 0.1621 -0.4350
C 0.5398 -2.3212 -0.5574
N 1.8041 -1.6297 -0.3263
C 2.8148 -2.0613 -1.2862
C 2.1851 -1.7210 1.0681
C 2.9691 -2.7730 1.5127
C 3.3758 -2.8488 2.8363
C 2.9770 -1.8514 3.7093
C 2.1700 -0.8096 3.2800
C 1.7347 -0.7117 1.9506
N 0.9597 0.3202 1.4287
C 1.1885 1.6360 1.8579
C 1.0015 2.1085 3.1592
C 1.2864 3.4255 3.4913
C 1.7422 4.3136 2.5308
C 1.8760 3.8807 1.2189
C 1.5985 2.5658 0.8843
N 1.6186 2.1270 -0.4990
C 0.4110 2.6052 -1.1709
C 2.8223 2.4750 -1.2457
H 0.5016 -3.3646 -0.2182
H 0.2817 -2.3125 -1.6159
H -0.2600 -1.8334 0.0532
H 2.9465 -3.1494 -1.3051
H 3.7683 -1.5967 -1.0419
H 2.5135 -1.7455 -2.2862
H 3.2867 -3.5374 0.8144
H 3.9959 -3.6680 3.1743
H 3.2891 -1.8818 4.7458
H 1.8811 -0.0556 3.9935
H 0.5884 1.4466 3.9062
H 1.1344 3.7622 4.5090
H 1.9632 5.3400 2.7916
H 2.1908 4.5766 0.4497
H 0.2592 3.6925 -1.1126
H -0.4901 2.1926 -0.6551
H 0.4132 2.3243 -2.2257
H 2.8835 3.5466 -1.4720
H 2.8306 1.9286 -2.1900
H 3.6980 2.1876 -0.6668
C -1.7075 0.1225 -0.5320
Ge -3.6153 0.0088 -0.4614
C -4.1617 -0.4082 1.3580
C -5.5109 -0.5383 1.6883
C -5.8996 -0.8317 2.9870
C -4.9390 -0.9990 3.9765
C -3.5943 -0.8707 3.6627
C -3.2086 -0.5771 2.3601
C -4.3465 1.7372 -1.0038
C -3.7430 2.8952 -0.5104
C -4.2193 4.1522 -0.8523
C -5.3131 4.2722 -1.6998
C -5.9297 3.1323 -2.1925
C -5.4492 1.8754 -1.8436
C -4.2596 -1.3975 -1.6520
C -4.5011 -2.6783 -1.1563
C -4.8821 -3.7127 -2.0016
C -5.0304 -3.4792 -3.3609
C -4.7925 -2.2105 -3.8716
C -4.4079 -1.1820 -3.0225
H -6.2710 -0.4089 0.9242
H -6.9507 -0.9287 3.2286
H -5.2411 -1.2275 4.9910
H -2.8438 -0.9985 4.4331
H -2.1557 -0.4706 2.1171
H -2.8898 2.8118 0.1561
H -3.7413 5.0392 -0.4547
H -5.6860 5.2521 -1.9704
H -6.7875 3.2202 -2.8477
H -5.9495 0.9951 -2.2301
H -4.3980 -2.8723 -0.0939
H -5.0659 -4.7006 -1.5978
H -5.3319 -4.2829 -4.0209
H -4.9067 -2.0231 -4.9321
H -4.2131 -0.2000 -3.4389
```

---

# 9
DFT (the ωB97M-V functional and the def2-TZVPD basis) results for the molecule C4H9NO2.

The molecular weight comes out at 103.121 g/mol. The value obtained for the largest force on an atom is 0.68 eV/Å. The relative energy (zero: lowest compared OMol25 entry of this formula, charge and spin) is 51.2 kcal per mole. The value obtained for the HOMO energy is -0.33761 Ha. As for the SMILES: N[C@]1(O)C[C@@H](O)C1.

```
16
C4H9NO2 | the OMol25 dataset | the ωB97M-V functional and the def2-TZVPD basis
N 1.9212 -0.0251 -0.4421
C 0.6217 -0.6124 -0.2277
O 0.6943 -1.9822 -0.5137
C -0.7257 0.0622 -0.8833
C -0.6850 0.9633 0.3441
O -1.8561 1.4180 0.9617
C 0.0413 -0.1315 1.1154
H 2.5618 -0.6615 -0.9032
H 2.3510 0.3437 0.3987
H -0.1222 -2.1362 -0.9980
H -1.5903 -0.6232 -0.7672
H -0.8202 0.5378 -1.8704
H 0.0126 1.7776 0.1007
H -2.4426 1.7696 0.2844
H 0.7189 0.1671 1.9196
H -0.6806 -0.8670 1.4811
```

---

# 10
DFT (the ωB97M-V functional and the def2-TZVPD basis) results for C5H10NO4 as an isolated structure at a distorted geometry.

The molecular weight comes out at 148.138 g/mol. The value obtained for the largest force on an atom is 3.93 eV/Å. Its charge is -1. The relative energy (zero: lowest compared OMol25 entry of this formula, charge and spin) is 49.8 kcal per mole. The value obtained for the HOMO energy (alpha / beta) is -0.09656 / -0.09653 Ha.

```
20
C5H10NO4 | the OMol25 dataset | the ωB97M-V functional and the def2-TZVPD basis
C 1.7370 -0.7430 -0.0768
C 0.8856 -0.5933 -1.3920
C 1.2365 0.2817 0.8957
C -0.8515 0.4431 -0.0474
C -1.9351 0.0757 0.9695
N -0.5220 -0.5217 -0.8540
O -1.5130 -0.9526 -2.2036
O 1.5813 1.4850 0.9252
O 1.1111 -0.3471 2.1485
O -0.7683 1.8322 -0.3339
H 1.5469 -1.7261 0.3753
H 2.8216 -0.6197 -0.3213
H 1.1221 0.4483 -1.8207
H 1.0568 -1.4006 -2.0498
H -2.1433 0.9412 1.5186
H -1.5300 -0.6597 1.6948
H -2.7576 -0.2527 0.3509
H 0.1903 2.0711 -0.1717
H 0.8249 0.4015 2.7177
H -2.0933 -0.1634 -2.3251
```